[1]
C28H48BrF16N6O9P | wB97M-V/def2-TZVPD

```
109
Properties=species:S:1:pos:R:3
C 1.809 -4.162 1.751
C 1.975 -2.675 1.451
O 0.930 -1.940 2.081
C 2.197 -2.332 -0.039
P 0.725 -1.767 -0.974
Br 1.130 0.411 -0.068
C -1.030 -1.624 -0.437
C -1.531 -2.659 0.590
C -2.759 -3.426 0.131
F -2.501 -3.902 -1.127
F -2.940 -4.529 0.888
C -4.085 -2.625 -0.008
F -4.110 -2.036 -1.221
F -5.138 -3.470 0.022
C -4.382 -1.508 1.027
F -5.593 -1.003 0.681
F -3.524 -0.473 0.926
C -4.536 -1.944 2.507
F -3.570 -2.782 2.929
F -5.697 -2.609 2.612
C -4.598 -0.744 3.520
F -5.446 -1.118 4.499
F -5.095 0.374 2.979
C -3.243 -0.439 4.232
F -2.200 -0.470 3.403
F -3.328 0.814 4.730
F -3.054 -1.261 5.262
C 1.093 -1.041 -2.648
O 0.379 0.190 -2.861
C -0.216 0.245 -4.065
F -1.269 -0.599 -4.130
F 0.615 -0.027 -5.086
F -0.684 1.483 -4.256
O 0.482 -3.299 -1.842
N 0.498 -4.448 -1.075
O 1.207 -5.263 -1.528
H 0.853 -4.556 1.427
H 2.634 -4.677 1.260
H 1.957 -4.315 2.817
H 2.901 -2.410 1.951
H 1.302 -1.238 2.612
H 2.886 -1.507 -0.083
H 2.735 -3.154 -0.497
H -1.175 -0.639 -0.026
H -1.636 -1.644 -1.343
H -1.777 -2.114 1.495
H -0.797 -3.393 0.894
H 0.872 -1.783 -3.408
H 2.160 -0.805 -2.689
C 4.430 -0.254 -3.823
O 3.982 0.068 -2.734
N 5.540 0.254 -4.374
C 6.014 -0.170 -5.675
C 6.293 1.266 -3.643
H 3.936 -1.010 -4.459
H 7.017 -0.592 -5.585
H 6.049 0.686 -6.352
H 5.349 -0.924 -6.092
H 6.619 0.856 -2.685
H 5.660 2.126 -3.450
H 7.154 1.575 -4.222
C 5.730 -2.088 1.171
O 4.766 -2.404 0.492
N 6.795 -2.871 1.395
C 7.913 -2.439 2.212
C 6.825 -4.196 0.795
H 5.799 -1.105 1.665
H 8.829 -2.444 1.619
H 8.034 -3.114 3.061
H 7.740 -1.432 2.584
H 6.762 -4.112 -0.290
H 5.971 -4.779 1.143
H 7.746 -4.703 1.068
C -10.317 1.972 2.730
O -11.425 1.603 2.398
N -9.171 1.608 2.121
C -7.876 2.083 2.565
C -9.242 0.709 0.980
H -10.155 2.654 3.583
H -7.389 2.633 1.756
H -7.254 1.234 2.846
H -7.988 2.742 3.423
H -9.847 1.158 0.192
H -9.711 -0.229 1.277
H -8.241 0.513 0.604
C 5.824 4.343 -5.421
O 6.782 3.800 -4.904
N 5.726 4.646 -6.728
C 4.552 5.293 -7.283
C 6.834 4.312 -7.606
H 4.933 4.636 -4.840
H 4.104 4.656 -8.048
H 4.832 6.247 -7.733
H 3.818 5.474 -6.502
H 7.017 3.237 -7.583
H 7.739 4.818 -7.269
H 6.603 4.619 -8.623
C -4.281 5.742 5.992
O -4.142 6.578 6.861
N -4.665 4.468 6.205
C -4.813 3.513 5.124
C -4.939 4.043 7.567
H -4.097 5.965 4.926
H -5.845 3.153 5.095
H -4.145 2.671 5.287
H -4.574 3.980 4.170
H -5.738 4.652 7.992
H -4.048 4.173 8.183
H -5.236 2.997 7.573
```

Computed properties:
LUMO = 0.274 eV
highest occupied orbital energy = -9.1 eV
structure (SMILES) = C[C@H](O)CP(Br)(CCC(F)(F)C(F)(F)C(F)(F)C(F)(F)C(F)(F)C(F)(F)F)(COC(F)(F)F)ON=O.CN(C)C=O.CN(C)C=O.CN(C)C=O.CN(C)C=O.CN(C)C=O
orbital gap = 0.3437 Eh
electronic energy = -179992.1262 eV

***

[2]
C20H27F15NO14S3 | wB97M-V/def2-TZVPD

```
80
Properties=species:S:1:pos:R:3
O 3.846 0.308 3.345
S 4.173 1.077 2.135
O 5.325 1.970 2.278
N 2.932 1.929 1.484
S 1.502 1.678 2.285
O 0.465 2.354 1.495
O 1.571 2.237 3.634
S 0.900 -0.327 2.266
H 4.549 0.133 1.218
H 1.714 -0.993 3.122
C 0.318 -6.596 2.900
C -0.752 -5.969 3.769
O -0.187 -5.232 4.867
C 0.319 -4.045 4.556
O 0.332 -3.559 3.472
C 0.861 -3.361 5.812
F 1.647 -4.185 6.512
F -0.144 -2.984 6.608
F 1.566 -2.288 5.504
H 0.976 -7.224 3.502
H -0.134 -7.201 2.118
H 0.939 -5.836 2.427
H -1.364 -6.747 4.221
H -1.415 -5.325 3.192
C -2.341 4.067 -0.042
C -3.112 4.410 -1.299
O -3.468 3.232 -2.055
C -4.483 2.526 -1.589
O -5.136 2.777 -0.626
C -4.743 1.330 -2.506
F -3.624 0.658 -2.771
F -5.259 1.737 -3.675
F -5.606 0.483 -1.960
H -1.461 3.469 -0.281
H -2.020 4.971 0.473
H -2.948 3.479 0.644
H -2.486 5.005 -1.962
H -4.007 4.994 -1.083
C -2.545 -8.203 -3.072
C -3.375 -8.469 -1.834
O -2.712 -9.376 -0.933
C -1.725 -8.855 -0.219
O -1.357 -7.725 -0.254
C -1.130 -9.916 0.706
F -0.856 -11.046 0.052
F -1.984 -10.218 1.689
F -0.007 -9.483 1.261
H -2.291 -9.141 -3.568
H -3.095 -7.571 -3.769
H -1.610 -7.704 -2.824
H -4.307 -8.958 -2.109
H -3.629 -7.547 -1.311
C 3.748 5.700 0.170
C 2.892 5.975 1.385
O 2.081 7.162 1.184
C 1.039 6.982 0.394
O 0.737 5.954 -0.121
C 0.240 8.278 0.261
F 1.026 9.317 -0.038
F -0.395 8.567 1.401
F -0.679 8.183 -0.697
H 4.364 6.570 -0.071
H 4.395 4.842 0.348
H 3.134 5.488 -0.703
H 3.517 6.179 2.251
H 2.257 5.125 1.634
C 1.222 4.079 -5.822
C 0.429 3.721 -4.582
O 1.148 2.813 -3.736
C 2.124 3.353 -3.014
O 2.437 4.501 -3.019
C 2.778 2.292 -2.133
F 3.098 1.200 -2.848
F 1.958 1.925 -1.167
F 3.896 2.750 -1.590
H 1.510 3.176 -6.362
H 0.629 4.713 -6.482
H 2.136 4.612 -5.567
H -0.484 3.199 -4.862
H 0.140 4.606 -4.016
```

Computed properties:
LUMO = 1.772 eV
highest occupied orbital energy = -6.0 eV
orbital gap = 0.2840 Eh
net charge = -1
electronic energy = -124603.7328 eV

***

[3]
C4H12N2 | wB97M-V/def2-TZVPD

```
18
Properties=species:S:1:pos:R:3
C 3.148 -2.330 -0.616
N 2.255 -1.274 -0.147
C 2.285 -0.104 -0.985
H 2.881 -2.529 -1.655
H 4.194 -2.075 -0.477
H 2.879 -3.309 -0.209
H 2.425 -1.081 0.829
H 1.511 0.599 -0.716
H 2.101 -0.429 -1.998
H 3.206 0.502 -1.068
C -4.359 1.286 0.747
C -2.156 1.844 1.179
N -3.336 1.895 1.596
H -4.323 1.721 -0.257
H -5.342 1.444 1.182
H -4.212 0.217 0.557
H -1.371 2.331 1.732
H -1.785 1.291 0.305
```

Computed properties:
LUMO = 0.959 eV
highest occupied orbital energy = -8.8 eV
structure (SMILES) = C=NC.CNC
orbital gap = 0.3594 Eh
electronic energy = -7321.0684 eV

***

[4]
C4H10FNO7PS2 | wB97M-V/def2-TZVPD

```
26
Properties=species:S:1:pos:R:3
O 2.445 -2.358 0.148
P 2.215 -1.044 0.757
O 0.991 -1.021 1.790
O 3.440 -0.465 1.603
C 1.827 0.240 -0.439
S 1.462 1.871 0.230
O 1.299 2.729 -0.910
O 2.522 2.169 1.156
N 0.143 1.630 1.100
S -1.343 1.511 0.509
O -1.461 1.963 -0.859
O -2.236 2.065 1.500
C -1.781 -0.254 0.467
C -2.444 -0.673 -0.844
C -1.476 -1.134 -1.916
F -2.081 -2.109 -2.713
H 0.744 -0.091 1.990
H 3.412 -0.772 2.514
H 2.685 0.320 -1.112
H 0.961 -0.069 -1.025
H -0.915 -0.877 0.683
H -2.486 -0.369 1.288
H -3.056 0.146 -1.222
H -3.117 -1.511 -0.639
H -0.576 -1.579 -1.484
H -1.176 -0.316 -2.573
```

Computed properties:
LUMO = 3.032 eV
highest occupied orbital energy = -6.7 eV
structure (SMILES) = O=P(O)(O)CS(=O)(=O)N=[S@](=O)([O-])CCCF
orbital gap = 0.3584 Eh
net charge = -1
electronic energy = -53814.0123 eV

***

[5]
C40H33CrF5N7O3 | wB97M-V/def2-TZVPD

```
89
Properties=species:S:1:pos:R:3
Cr -0.253 0.417 -0.330
C 0.312 0.242 3.800
C 1.311 -0.220 2.731
C 1.826 0.875 1.804
N 0.789 1.503 1.004
C 0.526 2.788 0.993
C 0.962 3.673 2.016
C 0.969 5.044 2.101
C 0.586 6.009 1.172
C 0.043 5.740 -0.064
C -0.341 4.534 -0.643
C -0.299 3.211 -0.172
N -0.874 2.201 -0.829
C -1.502 2.450 -2.124
C -2.342 1.319 -2.726
C -1.696 -0.068 -2.789
N -1.603 -0.553 -1.424
C -2.615 -1.133 -0.805
C -3.641 -1.806 -1.504
C -4.731 -2.535 -1.072
C -5.202 -2.782 0.209
C -4.658 -2.262 1.369
C -3.562 -1.436 1.558
C -2.613 -0.899 0.659
N -1.664 -0.055 1.047
C -1.798 0.600 2.345
C -1.148 -0.113 3.533
H 0.587 -0.199 4.761
H 0.393 1.326 3.941
H 2.189 -0.663 3.210
H 0.867 -1.021 2.129
H 2.414 1.609 2.358
H 2.519 0.417 1.090
H 1.372 3.172 2.883
H 1.371 5.428 3.034
H 0.747 7.047 1.434
H -0.142 6.605 -0.692
H -0.751 4.645 -1.636
H -2.166 3.316 -2.040
H -0.716 2.729 -2.842
H -3.286 1.231 -2.180
H -2.599 1.645 -3.738
H -2.270 -0.720 -3.447
H -0.692 -0.010 -3.193
H -3.527 -1.791 -2.578
H -5.306 -2.987 -1.874
H -6.079 -3.408 0.305
H -5.172 -2.530 2.287
H -3.391 -1.178 2.593
H -1.371 1.599 2.254
H -2.860 0.753 2.551
H -1.726 0.135 4.429
H -1.240 -1.197 3.403
O 5.759 -5.682 0.146
N 5.080 -5.661 1.153
O 5.390 -6.198 2.196
C 3.790 -4.930 1.115
C 2.898 -5.300 2.050
C 1.594 -4.721 2.074
C 0.622 -5.149 2.996
C -0.625 -4.595 2.941
C -0.874 -3.616 1.965
N 0.021 -3.180 1.106
C 1.253 -3.725 1.148
C 2.253 -3.285 0.180
N 1.908 -2.280 -0.646
C 2.753 -1.917 -1.585
C 4.017 -2.497 -1.738
C 4.412 -3.479 -0.872
C 3.516 -3.917 0.125
H 3.160 -6.062 2.769
H 0.875 -5.915 3.719
H -1.414 -4.895 3.618
H -1.861 -3.174 1.891
H 2.418 -1.115 -2.230
H 4.675 -2.153 -2.524
H 5.389 -3.923 -0.958
F 4.025 4.389 -4.335
C 3.327 3.451 -3.686
C 3.521 3.235 -2.337
F 4.426 3.960 -1.675
C 2.802 2.260 -1.666
F 3.103 2.068 -0.374
C 1.831 1.463 -2.292
O 1.146 0.519 -1.691
C 1.694 1.698 -3.673
F 0.830 0.955 -4.382
C 2.410 2.663 -4.354
F 2.213 2.835 -5.665
```

Computed properties:
<S²> = 3.79
LUMO (spin up / spin down) = -0.925 / -0.925 eV
highest occupied orbital energy (spin up / spin down) = -7.2 / -7.3 eV
orbital gap (spin up / spin down) = 0.2290 / 0.2360 Eh
spin multiplicity = 4
electronic energy = -100594.9250 eV

***

[6]
C31H41ClN4O4 | wB97M-V/def2-TZVPD

```
81
Properties=species:S:1:pos:R:3
C -1.011 5.728 -1.847
H -0.015 5.980 -2.201
H -1.697 6.490 -2.211
H -1.009 5.769 -0.761
C -1.443 4.358 -2.370
C -2.913 4.069 -2.047
C -3.136 3.822 -0.559
C -2.265 2.668 -0.079
H -2.404 2.509 0.994
C -0.787 2.950 -0.367
N 0.045 1.858 0.121
C -0.001 0.611 -0.364
O -0.710 0.222 -1.271
C 0.937 -0.347 0.396
N 0.185 -0.995 1.464
C -0.165 -2.273 1.220
O -0.807 -2.998 1.953
C 0.379 -2.653 -0.140
C 1.270 -3.900 -0.205
C 0.661 -5.023 -1.022
O 1.165 -5.489 -2.018
N -0.518 -5.417 -0.463
C -1.406 -6.405 -0.886
C -2.570 -6.593 -0.141
C -3.488 -7.558 -0.504
C -3.245 -8.343 -1.620
C -2.094 -8.167 -2.370
C -1.175 -7.201 -2.006
H -0.278 -7.058 -2.585
H -1.915 -8.784 -3.236
Cl -4.392 -9.555 -2.077
H -4.388 -7.701 0.074
H -2.752 -5.976 0.727
H -0.808 -4.916 0.372
H 1.465 -4.271 0.807
C 2.588 -3.251 -0.734
C 2.327 -2.690 -2.116
C 1.622 -1.579 -1.932
H 1.178 -0.906 -2.635
C 1.405 -1.523 -0.439
O 2.621 -2.076 0.063
H 2.640 -3.165 -3.022
H 3.482 -3.853 -0.603
H -0.436 -2.668 -0.867
C -0.231 -0.274 2.641
C 0.945 0.106 3.559
H 1.870 -0.298 3.148
H 0.803 -0.353 4.538
C 1.080 1.615 3.772
N 1.542 2.332 2.595
C 1.339 3.776 2.707
C 2.246 4.392 1.634
H 2.761 5.269 2.024
H 1.675 4.703 0.761
C 3.232 3.268 1.273
H 3.008 2.866 0.285
H 4.267 3.602 1.279
C 2.973 2.206 2.339
H 3.234 1.202 2.005
H 3.554 2.425 3.250
H 0.283 4.014 2.564
H 1.636 4.134 3.705
H 0.099 2.018 4.043
H 1.760 1.797 4.623
H -0.923 -0.941 3.161
H -0.777 0.624 2.334
H 1.792 0.193 0.807
H 0.628 2.037 0.942
H -0.474 3.838 0.190
C -0.570 3.193 -1.869
C 0.910 3.398 -2.187
H 1.034 3.656 -3.236
H 1.467 2.483 -1.996
H 1.340 4.194 -1.583
H -0.904 2.291 -2.389
H -2.548 1.751 -0.598
H -2.902 4.724 0.010
H -4.187 3.585 -0.381
H -3.532 4.904 -2.381
H -3.225 3.180 -2.599
H -1.343 4.387 -3.462
```

Computed properties:
LUMO = 0.552 eV
highest occupied orbital energy = -8.2 eV
structure (SMILES) = C[C@@H]1[C@H](C)CCC[C@H]1NC(=O)[C@H]1N(CCCN2CCCC2)C(=O)[C@@H]2[C@@H](C(=O)Nc3ccc(Cl)cc3)[C@H]3C=C[C@]21O3
orbital gap = 0.3226 Eh
electronic energy = -59487.4315 eV

***

[7]
C15H26NNiO2P | wB97M-V/def2-TZVPD

```
46
Properties=species:S:1:pos:R:3
C -2.488 0.384 -2.895
C -2.132 -0.778 -2.215
C -1.386 -0.732 -1.010
C -0.999 0.525 -0.532
C -1.267 1.679 -1.264
C -2.040 1.619 -2.426
C -1.182 -2.041 -0.277
C -0.028 -3.006 -0.725
N 1.293 -2.468 -0.931
Ni -0.175 0.922 1.300
C -0.689 2.988 -0.796
P 0.711 2.533 0.310
H -2.490 -1.745 -2.577
H -2.307 2.547 -2.929
H -3.120 0.339 -3.785
H -1.386 3.592 -0.197
H -0.311 3.618 -1.611
H -1.093 -1.829 0.801
H -2.107 -2.625 -0.426
H 0.090 -3.762 0.075
C 1.312 4.050 1.041
C 1.980 1.994 -0.864
H -0.335 -3.508 -1.667
C 1.581 -1.803 -2.166
C 2.189 -2.295 0.185
H 0.554 1.390 2.775
H 1.992 -2.490 -2.930
H 0.649 -1.381 -2.576
H 2.321 -1.005 -2.002
H 2.888 -3.144 0.314
H 2.797 -1.394 0.020
H 1.635 -2.174 1.131
H 2.350 2.865 -1.414
H 2.793 1.514 -0.311
H 1.551 1.268 -1.558
H 1.317 4.854 0.297
H 0.678 4.334 1.887
H 2.328 3.885 1.415
H 1.179 1.336 2.302
C -1.422 -2.022 3.957
C -1.023 -0.644 3.509
O -1.112 0.349 4.239
O -0.555 -0.665 2.272
H -2.386 -1.972 4.463
H -0.687 -2.391 4.681
H -1.469 -2.712 3.111
```

Computed properties:
<S²> = 2.01
LUMO (spin up / spin down) = 0.172 / -0.860 eV
highest occupied orbital energy (spin up / spin down) = -7.1 / -7.4 eV
orbital gap (spin up / spin down) = 0.2669 / 0.2385 Eh
spin multiplicity = 3
electronic energy = -71890.8602 eV

***

[8]
C10H6O2 | wB97M-V/def2-TZVPD

```
18
Properties=species:S:1:pos:R:3
C 0.118 -0.860 1.411
C 1.512 -0.882 1.948
C -1.669 1.326 -0.985
C -0.061 -0.935 -0.107
C -0.571 1.874 -1.557
C 0.959 -0.272 -0.996
C -0.712 0.451 1.433
C 2.610 -0.326 1.542
C -0.889 0.490 -0.022
C 0.388 0.972 -0.876
O -1.256 1.028 2.327
O 3.689 -0.080 1.156
H -0.375 -1.618 1.978
H 1.735 -1.518 2.917
H -2.685 1.342 -1.012
H -0.497 -1.857 -0.303
H -0.323 2.634 -2.388
H 1.329 -0.809 -1.795
```

Computed properties:
LUMO = -0.035 eV
highest occupied orbital energy = -8.6 eV
structure (SMILES) = O=C=C[C@H]1C(=O)[C@@]23C=CC2=C[C@@H]13
orbital gap = 0.3136 Eh
electronic energy = -14554.9000 eV

***

- The lowest electronic energy belongs to which entry?
  C28H48BrF16N6O9P